(1)
# C35H38N3O

2 unconnected molecules or ions with the total composition C35H38N3O at a distorted geometry (the ωB97M-V functional and the def2-TZVPD basis, the OMol25 dataset).

ORCA input file:
```
! wB97M-V def2-TZVPD RIJCOSX def2/J DEFGRID3
* xyz 1 1
C 4.043 -0.268 -5.618
C 3.043 -2.476 -5.550
C 3.475 -0.898 1.010
H -2.747 -0.003 -4.191
H -2.731 -0.749 -1.415
C 0.456 -1.974 3.593
C -5.194 0.738 0.585
O 1.361 1.124 -3.058
H 1.496 -2.760 -4.060
H 3.281 1.155 -4.174
C 3.711 -1.773 -0.053
H 0.423 0.866 5.523
C 1.493 -0.268 -2.805
H 3.751 -0.058 5.694
C -6.158 1.436 -0.166
H 3.241 -0.092 3.973
C -2.168 -0.685 -3.569
C 3.336 -0.689 4.891
H 2.953 -3.493 -5.938
N -2.662 3.215 1.122
C -2.121 4.549 0.947
C -4.815 3.474 -0.139
C 0.101 -0.925 -2.766
H -4.646 4.518 -0.393
H -5.333 -0.299 0.893
C -2.842 1.018 1.699
C -2.049 2.200 1.789
H 3.234 -2.250 -2.112
H -1.156 4.510 0.422
C -1.016 0.376 3.992
C 3.058 -1.575 -1.274
C 1.939 0.369 -0.369
H 2.394 0.862 1.682
C -1.423 -0.547 2.994
H -3.159 -1.084 1.776
C -4.040 1.411 0.959
N 2.049 -1.221 5.288
H -2.641 -1.671 -3.592
H 4.573 -1.883 -6.949
C -3.882 2.768 0.602
C 2.223 -2.067 -4.491
C 2.344 -0.769 -3.975
C 3.951 -1.574 -6.110
H 1.261 1.218 -0.488
H 4.728 0.456 -6.061
C 2.584 0.169 0.859
H -1.603 1.282 4.146
H 2.442 -1.392 7.344
H -6.718 3.288 -1.138
C -2.089 -0.188 -2.113
H 4.000 -1.045 1.952
C -0.722 -0.798 -4.064
H -1.966 5.046 1.913
H -2.401 0.867 -2.047
H 1.056 -2.876 3.452
H 4.406 -2.609 0.049
H -0.412 0.122 -4.581
C -5.967 2.778 -0.537
H -1.088 2.325 2.279
H 0.630 1.483 -2.521
C 0.886 -1.015 4.545
H -7.072 0.920 -0.461
C 0.113 0.153 4.753
C 3.234 0.133 -4.548
C -0.694 -1.759 2.864
C 2.181 -0.497 -1.435
H 1.048 -2.345 6.754
H -1.041 -2.503 2.144
N -0.695 -0.284 -1.777
C 2.061 -2.002 6.509
C -2.529 -0.267 2.130
H 2.720 -2.877 6.400
H 0.241 -1.995 -2.516
H 4.045 -1.513 4.705
H -0.423 -0.313 -0.802
H -2.819 5.146 0.355
H -0.544 -1.647 -4.728
*
```

Properties
Total energy ... -43422.5616 eV
Maximum force ... 0.0456 Eh/bohr
Kohn-Sham gap ... 5.50 eV
Energy above the lowest of the compared OMol25 structures with the same formula, charge and spin ... 27.59 kJ/mol
Highest occupied orbital energy ... -10.5 eV

Mulliken charges, unit e, in atom order:
1 C -0.7572
2 C -0.9928
3 C -0.3167
4 H 0.3388
5 H 0.0458
6 C -0.2096
7 C -0.0986
8 O -0.6937
9 H 0.4257
10 H 0.4355
11 C -1.0728
12 H 0.4838
13 C 2.3545
14 H 0.3755
15 C -0.9026
16 H 0.1056
17 C -0.6758
18 C -0.8754
19 H 0.3922
20 N 0.2104
21 C -0.8772
22 C -1.0366
23 C -0.2826
24 H 0.2994
25 H 0.4351
26 C 0.7961
27 C -1.0444
28 H 0.4134
29 H 0.3402
30 C -0.9152
31 C -0.2268
32 C -0.4086
33 H 0.3824
34 C 0.2768
35 H 0.4010
36 C 0.2903
37 N 0.3407
38 H 0.3052
39 H 0.3909
40 C 0.5155
41 C 0.0419
42 C -0.3763
43 C -0.4563
44 H 0.4017
45 H 0.3936
46 C -0.6495
47 H 0.7931
48 H 0.3159
49 H 0.4233
50 C -0.1969
51 H 0.3213
52 C -0.6991
53 H 0.3413
54 H 0.1382
55 H 0.4843
56 H 0.4155
57 H 0.4034
58 C -0.6762
59 H 0.7256
60 H 0.4352
61 C -0.3096
62 H 0.4197
63 C -0.2778
64 C -0.4120
65 C -0.8646
66 C -0.5565
67 H 0.3040
68 H 0.4284
69 N 0.0616
70 C -0.9968
71 C 0.0102
72 H 0.3289
73 H 0.4129
74 H 0.3218
75 H -0.0446
76 H 0.2834
77 H 0.3431

(2)
# C32H40Br49N2O2

A molecular structure, C32H40Br49N2O2 at a distorted geometry (the ωB97M-V functional and the def2-TZVPD basis, the OMol25 dataset).

ORCA input file:
```
! wB97M-V def2-TZVPD RIJCOSX def2/J DEFGRID3
* xyz 1 1
Br -0.848 -6.733 -7.103
C -3.210 9.212 -1.839
C -0.655 2.452 1.077
Br -9.764 10.437 -1.033
C 6.738 4.479 3.252
H 4.811 2.698 1.383
Br 0.270 -1.242 -4.271
O 5.721 3.591 2.980
N -2.900 2.936 1.273
C 4.924 -9.159 0.574
Br -4.559 8.229 -2.792
Br 0.116 -6.346 -2.953
C 0.034 8.338 2.062
Br 4.641 -7.333 0.018
Br -7.443 -4.299 1.758
Br -3.903 -7.295 -2.913
H 1.821 13.656 -0.745
H 0.839 -3.511 0.493
H -3.177 -5.357 5.750
C -1.300 -0.575 -3.391
Br -6.746 -7.876 2.823
H -1.857 -0.282 3.926
O 6.477 5.582 3.669
Br 8.729 -6.252 -0.378
H -3.716 -1.884 2.639
Br 5.976 -0.668 5.811
Br -2.381 0.493 -4.571
H 3.933 5.196 -0.724
C -4.940 3.287 0.051
Br -3.915 -6.528 -7.929
Br 2.965 -3.058 1.660
Br 2.055 -2.367 -1.328
Br 2.251 12.063 1.092
H 1.971 3.669 2.003
C 5.278 3.653 1.623
C 8.164 4.035 3.071
Br 3.765 -9.139 -3.313
H 7.723 -8.067 -1.719
Br -3.073 -5.659 3.302
H 8.339 3.116 3.627
C 4.827 -0.513 4.278
H 1.899 5.922 0.518
H -5.493 2.414 0.394
Br 7.193 -6.146 -3.179
Br 5.085 1.163 3.364
Br -5.831 -5.429 -4.605
Br 4.724 -12.129 -3.838
C -2.601 -0.077 3.165
Br 4.966 -9.947 -6.151
Br -7.030 -8.865 -0.190
N -3.190 1.906 2.044
C -2.214 1.098 2.326
H 5.995 -10.013 -3.907
C -0.444 -6.612 -1.128
H -9.062 -5.960 0.922
C 4.326 4.816 1.364
Br -4.421 -7.276 0.715
C -1.746 3.276 0.785
Br 9.881 -7.835 -2.895
C -2.091 -6.420 -8.542
C 0.711 2.713 0.542
H -3.513 10.249 -1.837
H -0.761 7.605 2.078
H 8.827 4.791 3.465
Br -2.847 -4.537 -4.152
Br 0.616 8.497 0.233
C -4.033 3.807 0.917
Br -4.234 -3.243 5.023
Br 2.978 -0.783 4.748
H 3.711 5.046 2.230
Br -6.752 11.275 -1.632
H 0.505 4.567 1.621
C 5.004 -10.271 -4.254
C 2.056 4.899 0.193
C 1.323 3.990 1.192
Br -7.364 8.671 0.100
H -3.213 -0.902 1.266
H 1.565 4.795 -0.776
Br -0.703 9.985 2.728
C 2.123 12.619 -0.746
H 5.101 -1.301 3.592
H -1.895 -1.431 -3.104
H -1.950 -7.212 -9.263
C 8.299 -7.199 -2.002
H 3.613 3.525 -0.267
H -4.128 4.784 1.369
C 1.496 -2.650 0.492
H -0.063 0.736 2.083
Br 6.257 -10.045 -0.504
Br 3.824 12.525 -1.642
Br 3.278 -10.153 0.628
C -5.814 -8.492 1.251
Br 0.468 -1.144 1.148
Br -1.483 -5.125 -0.454
Br -7.988 -5.289 -1.197
Br -1.552 4.800 -0.286
C -0.923 1.383 1.843
H -5.334 -9.424 1.510
H 1.329 1.859 0.813
H -1.094 -7.476 -1.123
H -2.010 -1.878 2.096
Br -1.504 9.125 -2.731
C 3.540 4.563 0.069
Br -1.742 -4.757 -9.442
Br -10.340 -3.898 0.454
Br 0.764 11.634 -1.698
H -3.723 -6.563 -5.267
H -5.072 3.664 -0.955
C -4.028 -6.041 -4.372
C -2.942 -4.673 4.948
H -7.982 9.219 -2.231
H -3.553 0.196 3.605
H 4.960 5.680 1.177
H 5.308 -9.125 1.583
H 6.145 3.718 0.959
Br -0.862 0.370 -1.772
C -8.761 -4.995 0.538
Br 1.049 -7.004 0.020
C -2.903 -1.293 2.234
Br 1.441 7.670 3.198
H 0.688 2.777 -0.544
Br -1.147 -4.039 5.258
H 8.378 3.868 2.018
Br -3.099 8.657 0.005
C -7.970 9.815 -1.329
*
```

Properties
Total energy ... -3472974.6109 eV
Maximum force ... 0.0669 Eh/bohr
Kohn-Sham gap ... 7.54 eV
Highest occupied orbital energy ... -11.3 eV

Mulliken population analysis, charges in e, atoms 1 to 99:
1 Br -0.0048
2 C -0.2615
3 C 0.3311
4 Br -0.0281
5 C 0.5932
6 H 0.4974
7 Br -0.0267
8 O -0.2899
9 N 0.9501
10 C -0.3552
11 Br -0.0340
12 Br 0.0605
13 C -0.2300
14 Br -0.0115
15 Br 0.0225
16 Br -0.0325
17 H 0.3442
18 H -0.0824
19 H 0.4024
20 C -0.2178
21 Br -0.0593
22 H 0.3712
23 O -0.5362
24 Br -0.0285
25 H 0.1244
26 Br -0.0336
27 Br -0.0375
28 H 0.5017
29 C -0.5925
30 Br -0.0110
31 Br 0.0145
32 Br -0.0072
33 Br -0.0203
34 H 0.4125
35 C -0.8061
36 C -1.0141
37 Br 0.0985
38 H -0.3807
39 Br 0.0932
40 H 0.3080
41 C -0.3580
42 H -0.2857
43 H 0.2905
44 Br -0.0042
45 Br 0.2463
46 Br -0.0191
47 Br -0.0025
48 C -0.6714
49 Br -0.0329
50 Br -0.0515
51 N -0.9387
52 C -0.4143
53 H 0.2257
54 C -0.3950
55 H 0.2949
56 C -0.4299
57 Br 0.0869
58 C 0.1647
59 Br -0.0295
60 C -0.3283
61 C -1.3228
62 H 0.3251
63 H 0.2359
64 H 0.3585
65 Br -0.0005
66 Br 0.1381
67 C -0.6780
68 Br -0.0447
69 Br -0.0506
70 H 0.4657
71 Br -0.0085
72 H 0.5168
73 C -0.2611
74 C -0.3591
75 C -0.4191
76 Br -0.0075
77 H 0.3840
78 H 0.5527
79 Br -0.0340
80 C -0.3236
81 H 0.2907
82 H 0.1715
83 H 0.3474
84 C 0.4157
85 H 0.4673
86 H 0.5282
87 C 0.1162
88 H 1.5926
89 Br -0.0642
90 Br -0.0064
91 Br -0.0311
92 C -0.3870
93 Br 0.3326
94 Br 0.0976
95 Br 0.0163
96 Br 0.0044
97 C -0.8194
98 H 0.4165
99 H 0.3275